# 1
107
Properties=species:S:1:pos:R:3 method="wB97M-V/def2-TZVPD" charge=-1 molar_mass_g_mol=925.63 homo_lumo_gap_ev=5.83 e_above_lowest_kcal_mol=195.9
C -7.26 -1.11 2.70
C -6.03 -1.14 1.88
C -5.09 0.12 1.42
N -5.78 1.36 0.98
C -6.51 2.12 2.04
C -6.38 3.78 1.92
C -7.47 4.36 3.05
C -4.91 4.35 2.38
C -6.30 1.43 -0.39
Br -6.24 -0.22 -1.51
C -5.38 2.56 -1.21
C -3.80 2.13 -1.35
C -2.77 2.93 -0.34
F -2.75 2.33 1.04
C -7.87 2.01 -0.55
O -8.84 1.15 -0.14
O -8.20 3.32 -1.12
H -7.94 -2.07 2.70
H -7.63 -0.16 3.30
H -5.64 -2.23 1.55
H -4.45 0.40 2.38
H -4.27 -0.30 0.65
H -7.64 1.78 2.22
H -5.97 1.87 3.07
H -6.77 4.19 0.89
H -7.02 5.20 3.73
H -7.77 3.46 3.77
H -8.47 4.72 2.55
H -5.03 5.43 2.87
H -4.21 4.53 1.44
H -4.42 3.67 3.20
H -5.44 3.63 -0.75
H -5.82 2.61 -2.32
H -3.46 2.41 -2.46
H -3.58 0.98 -1.22
H -3.00 4.08 -0.33
H -1.69 2.76 -0.78
C 2.90 2.89 -0.89
C 2.27 4.19 -0.50
O 1.50 4.53 -1.63
C 1.24 3.37 -2.30
O 0.45 3.27 -3.23
O 1.96 2.33 -1.79
H 3.06 2.23 -0.04
H 3.85 3.03 -1.42
H 1.61 4.08 0.37
H 3.02 4.96 -0.28
C 3.44 -1.93 0.71
C 2.80 -0.93 1.61
O 3.74 0.12 1.65
C 4.49 0.03 0.52
O 5.29 0.87 0.15
O 4.24 -1.13 -0.15
H 2.71 -2.50 0.14
H 4.09 -2.63 1.25
H 1.86 -0.54 1.20
H 2.61 -1.32 2.61
C -3.50 -2.52 3.49
C -2.58 -2.43 4.67
O -1.29 -2.45 4.08
C -1.44 -2.01 2.79
O -0.51 -1.74 2.05
O -2.76 -1.91 2.45
H -4.44 -2.00 3.65
H -3.71 -3.56 3.21
H -2.71 -1.49 5.22
H -2.70 -3.27 5.36
C -3.94 -2.99 -4.49
C -2.69 -2.18 -4.52
O -2.60 -1.68 -3.20
C -3.31 -2.53 -2.40
O -3.31 -2.49 -1.18
O -4.02 -3.42 -3.15
H -3.89 -3.85 -5.17
H -4.83 -2.40 -4.73
H -1.80 -2.78 -4.73
H -2.74 -1.36 -5.24
C 8.30 -0.56 3.22
C 6.85 -0.90 3.29
O 6.85 -2.25 3.71
C 8.03 -2.46 4.36
O 8.30 -3.47 5.00
O 8.88 -1.40 4.20
H 8.50 0.49 3.46
H 8.74 -0.79 2.25
H 6.31 -0.30 4.03
H 6.35 -0.80 2.32
C 7.26 -2.57 -1.66
C 8.74 -2.53 -1.91
O 9.15 -1.37 -1.21
C 8.22 -1.13 -0.25
O 8.34 -0.30 0.64
O 7.12 -1.93 -0.41
H 6.87 -3.59 -1.63
H 6.70 -2.00 -2.42
H 9.25 -3.40 -1.48
H 8.98 -2.46 -2.97
C 4.80 -1.96 -6.18
C 6.16 -1.39 -5.98
O 6.51 -1.84 -4.69
C 5.78 -2.96 -4.44
O 5.95 -3.71 -3.49
O 4.82 -3.14 -5.40
H 4.60 -2.20 -7.23
H 4.00 -1.31 -5.81
H 6.89 -1.77 -6.70
H 6.16 -0.29 -6.02

# 2
84
Properties=species:S:1:pos:R:3 method="wB97M-V/def2-TZVPD" charge=+1 spin_multiplicity=6 molar_mass_g_mol=562.54 homo_lumo_gap_ev="6.88 / 7.26"
Fe -0.83 -0.30 0.10
C -1.00 1.16 -1.45
C -1.73 1.59 -0.29
C 0.51 1.44 0.28
C 0.39 1.08 -1.09
C -0.79 1.75 0.79
C -1.53 1.03 -2.83
H -2.55 0.64 -2.83
H -0.90 0.37 -3.43
H -1.54 2.01 -3.32
C 1.54 0.87 -1.98
H 1.22 0.46 -2.95
H 2.26 0.20 -1.50
H 2.06 1.82 -2.17
C 1.80 1.66 0.96
H 2.30 2.57 0.57
H 2.48 0.82 0.75
H 1.68 1.78 2.04
C -1.06 2.33 2.13
H -1.01 3.43 2.07
H -0.31 2.01 2.86
H -2.05 2.06 2.50
C -3.17 1.92 -0.23
H -3.34 2.99 -0.45
H -3.58 1.72 0.77
H -3.74 1.33 -0.96
C -2.80 -5.81 -0.26
C -3.86 -5.17 -0.76
C -5.23 -5.15 -0.15
C -5.27 -5.17 1.41
C -4.26 -4.30 2.09
C -3.06 -4.73 2.52
C -2.52 -6.11 2.29
C -2.85 -6.75 0.91
H -5.80 -6.03 -0.52
H -5.18 -6.22 1.75
H -5.79 -4.27 -0.50
H -3.83 -7.25 0.96
H -1.84 -5.78 -0.78
H -3.82 -4.79 -1.80
H -2.10 -7.54 0.73
H -1.42 -6.10 2.40
H -2.46 -4.11 3.20
H -2.90 -6.79 3.08
H -6.27 -4.83 1.70
H -4.62 -3.29 2.32
P -1.23 -2.19 -0.91
C -0.09 -3.12 -1.92
C -2.92 -2.15 -1.57
P -1.06 -1.37 1.98
C -1.31 -2.86 0.85
C -2.60 -1.08 2.88
C 0.30 -1.64 3.14
H 0.94 -2.89 -1.62
H -0.20 -2.82 -2.97
H -0.25 -4.20 -1.84
H -3.47 -3.07 -1.35
H -2.89 -2.02 -2.66
H -3.48 -1.32 -1.13
H 0.17 -2.58 3.69
H 0.34 -0.81 3.86
H 1.26 -1.66 2.60
H -0.54 -3.62 1.04
H -2.29 -3.33 1.00
H -2.41 -0.43 3.74
H -3.05 -2.03 3.21
H -3.31 -0.56 2.21
C 7.59 -0.39 -0.70
C 6.74 0.71 -0.96
C 5.36 0.59 -0.78
C 4.80 -0.63 -0.33
C 3.44 -0.85 -0.10
C 2.90 -2.02 0.33
C 3.79 -3.12 0.60
C 5.14 -2.98 0.40
C 5.69 -1.76 -0.07
C 7.07 -1.60 -0.26
H 8.67 -0.29 -0.85
H 7.16 1.65 -1.30
H 4.69 1.43 -0.98
H 1.82 -2.15 0.48
H 3.38 -4.07 0.96
H 5.84 -3.79 0.60
H 7.72 -2.45 -0.05

# 3
91
Properties=species:S:1:pos:R:3 method="wB97M-V/def2-TZVPD" molar_mass_g_mol=762.52 homo_lumo_gap_ev="4.26 / 4.43" e_above_lowest_kcal_mol=37.1
Mg -0.50 -1.57 0.60
C -3.40 -3.04 -3.84
S -1.71 -2.76 -4.27
C -1.09 -2.49 -2.59
S -1.39 -0.90 -1.78
N -0.63 -3.48 -1.92
N -0.26 -3.22 -0.58
C 0.30 -4.23 0.06
C 0.92 -4.02 1.30
C 1.70 -4.99 1.92
C 2.17 -4.79 3.19
C 1.97 -3.55 3.83
C 1.26 -2.61 3.13
N 0.71 -2.82 1.90
H -3.58 -4.10 -3.53
H -4.02 -2.82 -4.73
H -3.67 -2.30 -3.06
H 0.38 -5.21 -0.44
H 1.95 -5.96 1.41
H 2.71 -5.55 3.70
H 2.40 -3.33 4.81
H 1.00 -1.61 3.49
C -0.02 1.41 -5.58
C 0.38 0.62 -4.33
Ge -0.60 1.11 -2.77
C -2.24 2.09 -3.00
C -2.88 2.77 -1.81
C 0.35 2.18 -1.44
C 1.67 1.90 -1.19
Ge 1.80 0.16 -0.24
C 2.92 -0.92 -1.47
C 3.82 -1.93 -0.66
C 2.64 0.61 1.55
C 3.13 2.01 1.91
C 2.73 2.84 -1.34
C 2.47 4.20 -1.40
C 3.44 5.18 -1.56
C 4.80 4.81 -1.46
C 5.10 3.47 -1.29
C 4.10 2.51 -1.29
H 0.49 1.11 -6.51
H 0.17 2.46 -5.50
H -1.12 1.39 -5.76
H 1.46 0.75 -4.10
H 0.22 -0.47 -4.50
H -2.92 1.34 -3.40
H -2.12 2.83 -3.83
H -2.71 2.23 -0.88
H -3.96 2.83 -1.99
H -2.53 3.79 -1.66
H -0.25 2.89 -0.82
H 3.56 -0.27 -2.13
H 2.24 -1.54 -2.09
H 4.75 -2.09 -1.14
H 3.32 -2.88 -0.44
H 4.12 -1.48 0.28
H 3.46 -0.11 1.66
H 1.82 0.32 2.29
H 4.14 2.23 1.62
H 3.08 2.19 3.00
H 2.51 2.79 1.43
H 1.44 4.46 -1.40
H 3.13 6.22 -1.73
H 5.57 5.52 -1.61
H 6.12 3.10 -1.19
H 4.40 1.46 -1.23
C -3.28 -2.40 3.77
Si -3.52 -1.41 2.22
C -4.91 -0.13 2.55
C -4.04 -2.46 0.73
N -1.95 -0.66 1.80
C -1.68 0.51 2.39
C -1.05 1.56 1.69
C -0.87 2.82 2.25
C -1.24 3.02 3.57
C -1.85 2.02 4.33
C -2.04 0.78 3.76
H -4.16 -3.10 3.88
H -3.23 -1.80 4.71
H -2.39 -3.04 3.70
H -5.89 -0.67 2.61
H -4.99 0.60 1.73
H -4.74 0.45 3.49
H -4.95 -3.05 0.84
H -3.20 -3.15 0.52
H -4.27 -1.85 -0.13
H -0.76 1.30 0.67
H -0.46 3.61 1.63
H -1.07 4.01 4.01
H -2.13 2.26 5.34
H -2.53 0.01 4.38